Entry P
Computed, not measured: a cluster of 2 separate species, CH5NO2S in total, with ωB97M-V/def2-TZVPD.

Values from the calculation:
- Charge: 0
- Spin multiplicity: 3
- Gap between HOMO and LUMO (alpha / beta): 8.236 / 10.804 eV

The geometry in XYZ format:
```
10
Properties=species:S:1:pos:R:3:lowdin_charge:R:1
C 0.29 0.62 1.74 -0.21
N -1.00 -1.77 -2.04 -0.08
O 0.70 0.19 -0.89 -0.61
O -0.16 -1.33 -2.82 -0.18
S -0.36 -0.21 0.11 0.93
H 0.06 -0.08 2.42 -0.03
H 1.37 0.67 1.70 0.05
H -0.07 1.58 2.07 0.05
H 0.32 -0.52 -2.25 0.09
H -1.14 0.86 -0.04 -0.02
```

---

Entry Q
Computed, not measured: a structure of composition CH5NO2S, with ωB97M-V/def2-TZVPD.

Values from the calculation:
- Charge: 0
- Spin multiplicity: 3
- Gap between HOMO and LUMO (alpha / beta): 8.509 / 6.125 eV

The geometry in XYZ format:
```
10
Properties=species:S:1:pos:R:3:lowdin_charge:R:1
C 0.44 0.62 0.22 -0.16
N -1.88 -3.31 -0.06 -0.34
O -1.92 -1.26 1.58 -0.46
O 0.87 0.17 -0.81 -0.01
S -2.04 -2.68 1.27 0.78
H 2.64 4.11 -1.13 0.00
H 1.17 0.74 1.02 0.08
H -0.48 1.15 0.39 0.07
H -1.83 -3.00 -1.01 0.03
H 3.02 3.46 -1.47 0.00
```

---

Going by the computed energies, the most stable comes first: entry P, entry Q.

---

Entry P
Computed, not measured: a structure of composition C60H56N10Pt, with ωB97M-V/def2-TZVPD.

Values from the calculation:
- Charge: +2
- Spin multiplicity: 1
- Gap between HOMO and LUMO (alpha / beta): 5.458 / 5.459 eV

The geometry in XYZ format:
```
127
Properties=species:S:1:pos:R:3:lowdin_charge:R:1
Pt -0.36 0.32 0.56 1.20
C 2.85 6.65 3.52 -0.06
C 3.50 5.45 3.75 -0.06
C 2.99 4.27 3.22 -0.04
C 1.83 4.29 2.46 -0.22
C 1.17 5.50 2.25 -0.03
C 1.69 6.67 2.77 -0.06
C 1.25 3.05 1.88 -0.02
C 1.93 2.42 0.87 -0.22
C 3.25 2.82 0.46 0.03
C 3.62 1.98 -0.53 0.01
C 2.51 1.12 -0.80 -0.18
C 2.62 0.25 -2.00 -0.07
C 3.98 0.06 -2.61 -0.20
C 4.76 -1.05 -2.33 -0.03
C 6.00 -1.21 -2.95 -0.06
C 6.45 -0.27 -3.86 -0.07
C 5.67 0.84 -4.15 -0.06
C 4.44 1.00 -3.53 -0.04
C 1.57 -0.23 -2.65 -0.09
N 0.02 -1.10 -1.03 -0.02
C -0.89 -2.11 -1.57 -0.12
C -2.04 -2.40 -0.96 -0.06
C -3.01 -3.30 -1.66 -0.23
C -4.02 -2.73 -2.42 -0.02
C -4.93 -3.53 -3.08 -0.06
C -4.84 -4.92 -2.98 -0.06
C -3.83 -5.49 -2.22 -0.06
C -2.92 -4.68 -1.56 -0.03
C -2.49 -1.84 0.33 -0.21
C -3.65 -2.35 0.97 0.02
C -3.88 -1.56 2.05 0.03
C -2.84 -0.59 2.09 -0.22
N -1.99 -0.79 1.00 -0.03
C -2.74 0.45 3.00 -0.02
C -1.73 1.44 3.00 -0.22
C -1.61 2.45 3.98 0.02
C -0.52 3.20 3.65 0.02
C 0.02 2.63 2.47 -0.23
N -0.72 1.55 2.09 -0.05
C -3.78 0.54 4.05 -0.21
C -3.92 -0.48 4.99 -0.04
C -4.89 -0.39 5.98 -0.06
C -5.74 0.70 6.02 -0.06
C -5.61 1.72 5.09 -0.05
C -4.62 1.64 4.11 -0.03
C -0.51 -2.34 -3.01 -0.07
C 1.24 -1.15 -3.81 -0.04
N 1.50 1.34 0.07 0.02
H 3.25 7.57 3.93 0.11
H 4.40 5.42 4.35 0.11
H 3.49 3.33 3.42 0.12
H 0.26 5.52 1.67 0.13
H 1.17 7.61 2.59 0.11
H 3.81 3.63 0.88 0.12
H 4.56 1.97 -1.06 0.12
H 4.43 -1.78 -1.61 0.10
H 6.60 -2.08 -2.72 0.11
H 7.41 -0.40 -4.35 0.11
H 6.01 1.58 -4.86 0.11
H 3.83 1.87 -3.76 0.12
H -4.09 -1.65 -2.49 0.12
H -5.72 -3.09 -3.68 0.11
H -5.55 -5.55 -3.50 0.11
H -3.76 -6.57 -2.14 0.11
H -2.13 -5.13 -0.96 0.11
H -4.24 -3.18 0.62 0.12
H -4.70 -1.63 2.75 0.12
H -2.25 2.57 4.84 0.12
H -0.11 4.04 4.18 0.12
H -3.25 -1.33 4.96 0.12
H -4.99 -1.18 6.71 0.11
H -6.50 0.77 6.79 0.11
H -6.27 2.57 5.11 0.11
H -4.53 2.43 3.38 0.13
H -1.23 -2.97 -3.53 0.16
H 1.74 -1.02 -4.77 0.15
C 2.53 -4.92 2.14 -0.02
N 1.52 -3.95 1.73 -0.12
C 0.31 -4.49 1.11 -0.01
C 1.77 -2.62 1.74 -0.31
N 1.23 -1.78 0.82 0.16
C 1.13 -1.92 -0.45 -0.21
C 1.99 -2.86 -1.16 -0.01
C 1.92 -3.22 -2.44 0.02
C 0.97 -2.66 -3.40 -0.14
C -0.29 -0.92 -3.53 -0.06
C 0.13 -0.12 -2.28 -0.33
N -0.60 1.03 -1.96 0.14
C -1.13 1.87 -2.79 -0.36
N -2.18 2.63 -2.34 -0.15
C -2.34 4.02 -2.74 -0.04
C -2.88 2.24 -1.13 -0.05
N -0.77 2.09 -4.09 -0.16
C 0.60 2.12 -4.54 -0.03
C -1.76 2.33 -5.13 -0.05
N 2.46 -2.06 2.72 -0.10
C 2.62 -2.66 4.04 -0.01
C 2.94 -0.68 2.59 0.00
H 2.25 -5.45 3.05 0.10
H 3.49 -4.43 2.29 0.10
H 2.63 -5.65 1.33 0.10
H -0.04 -5.32 1.72 0.11
H 0.50 -4.85 0.10 0.09
H -0.47 -3.73 1.09 0.09
H 2.76 -3.29 -0.54 0.12
H 2.65 -3.94 -2.80 0.14
H 0.96 -3.25 -4.31 0.16
H -1.00 -0.46 -4.20 0.16
H -1.54 4.31 -3.41 0.09
H -2.28 4.65 -1.85 0.10
H -3.30 4.19 -3.22 0.10
H -2.94 1.16 -1.06 0.07
H -3.88 2.66 -1.17 0.10
H -2.37 2.61 -0.24 0.08
H 1.28 2.07 -3.69 0.08
H 0.79 3.05 -5.08 0.10
H 0.83 1.29 -5.22 0.09
H -2.76 2.18 -4.73 0.10
H -1.60 1.63 -5.95 0.09
H -1.70 3.35 -5.53 0.09
H 1.98 -3.53 4.14 0.09
H 2.33 -1.92 4.78 0.11
H 3.66 -2.95 4.22 0.11
H 3.04 -0.40 1.55 0.08
H 3.90 -0.61 3.09 0.11
H 2.23 0.00 3.07 0.10
```

---

Entry Q
Computed, not measured: a structure of composition C60H56N10Pt, with ωB97M-V/def2-TZVPD.

Values from the calculation:
- Charge: +2
- Spin multiplicity: 1
- Gap between HOMO and LUMO: 5.347 eV

The geometry in XYZ format:
```
127
Properties=species:S:1:pos:R:3:lowdin_charge:R:1
Pt -0.31 -0.71 -0.16 1.21
C 0.45 -8.23 -1.14 -0.06
C 0.24 -7.33 -2.18 -0.06
C 0.08 -5.98 -1.90 -0.02
C 0.16 -5.52 -0.59 -0.22
C 0.36 -6.43 0.45 -0.04
C 0.50 -7.78 0.17 -0.06
C 0.01 -4.06 -0.33 -0.02
C 1.12 -3.36 0.11 -0.23
C 2.37 -3.93 0.50 0.03
C 3.15 -2.91 0.93 0.01
C 2.40 -1.70 0.76 -0.17
N 1.18 -1.99 0.29 -0.03
C 3.05 -0.38 0.89 -0.04
C 2.48 0.78 0.53 -0.12
C 3.09 2.06 0.03 -0.07
C 1.81 3.51 -1.16 -0.04
C 0.47 2.81 -1.20 -0.10
C -0.83 3.08 -1.06 -0.07
C -1.25 4.50 -1.27 -0.21
C -0.98 5.50 -0.35 -0.02
C -1.31 6.82 -0.62 -0.06
C -1.90 7.15 -1.83 -0.07
C -2.18 6.16 -2.76 -0.05
C -1.86 4.84 -2.48 -0.04
C -1.89 2.07 -0.79 -0.15
N -1.84 0.74 -0.53 0.02
C -3.16 0.37 -0.24 -0.23
C -3.67 -0.90 -0.08 -0.02
C -5.10 -1.02 0.32 -0.21
C -6.04 -1.64 -0.50 -0.03
C -7.36 -1.76 -0.09 -0.05
C -7.75 -1.26 1.15 -0.06
C -6.83 -0.63 1.96 -0.06
C -5.51 -0.50 1.55 -0.04
C -2.96 -2.13 -0.28 -0.22
C -3.51 -3.44 -0.36 0.02
C -2.47 -4.30 -0.52 0.03
C -1.28 -3.52 -0.49 -0.23
N -1.61 -2.20 -0.38 -0.06
C -4.02 1.51 -0.31 0.03
C -3.23 2.56 -0.65 0.01
N 1.07 0.84 0.16 -0.04
C 4.47 -0.38 1.34 -0.22
C 5.51 -0.15 0.44 -0.03
C 6.82 -0.12 0.89 -0.05
C 7.11 -0.32 2.23 -0.06
C 6.08 -0.57 3.13 -0.06
C 4.76 -0.60 2.68 -0.04
H 0.57 -9.28 -1.36 0.11
H 0.20 -7.67 -3.20 0.11
H -0.10 -5.27 -2.70 0.12
H 0.39 -6.08 1.47 0.13
H 0.64 -8.48 0.98 0.11
H 2.61 -4.98 0.45 0.12
H 4.16 -2.96 1.29 0.12
H 4.17 2.08 0.14 0.14
H 1.96 4.43 -1.72 0.16
H -0.52 5.24 0.60 0.10
H -1.11 7.59 0.11 0.11
H -2.15 8.18 -2.05 0.11
H -2.65 6.41 -3.70 0.11
H -2.09 4.06 -3.20 0.12
H -5.75 -2.00 -1.48 0.13
H -8.09 -2.23 -0.74 0.12
H -8.78 -1.37 1.48 0.11
H -7.13 -0.22 2.92 0.11
H -4.79 0.02 2.17 0.10
H -4.56 -3.68 -0.29 0.11
H -2.51 -5.37 -0.62 0.13
H -5.08 1.50 -0.15 0.13
H -3.52 3.58 -0.81 0.12
H 5.29 -0.01 -0.61 0.12
H 7.62 0.06 0.18 0.11
H 8.13 -0.29 2.58 0.11
H 6.30 -0.75 4.17 0.11
H 3.96 -0.81 3.38 0.12
C 2.77 1.36 -4.90 -0.04
N 1.54 1.60 -4.14 -0.17
C 0.80 2.83 -4.39 -0.03
C 0.96 0.53 -3.45 -0.34
N 0.73 0.50 -2.18 0.14
C 1.12 1.48 -1.26 -0.34
C 2.52 2.14 -1.40 -0.05
C 2.44 3.48 0.31 -0.12
C 1.47 3.71 1.38 0.00
C 0.58 2.82 1.81 -0.01
C 0.49 1.43 1.42 -0.20
N 0.00 0.53 2.19 0.17
C -0.13 0.59 3.53 -0.28
N 0.54 1.43 4.37 -0.16
C 1.97 1.68 4.25 -0.02
C -0.16 2.22 5.38 -0.03
N -0.94 -0.32 4.05 -0.07
C -1.82 -1.10 3.18 0.01
C -0.92 -0.68 5.47 0.00
N 0.67 -0.58 -4.16 -0.13
C 0.31 -1.81 -3.48 -0.05
C 0.41 -0.56 -5.59 -0.03
H 2.98 2.22 -5.52 0.10
H 2.72 0.49 -5.55 0.08
H 3.62 1.21 -4.23 0.08
H 1.49 3.62 -4.67 0.10
H 0.26 3.15 -3.50 0.06
H 0.06 2.72 -5.19 0.09
H 3.13 1.89 -2.25 0.14
H 3.24 4.22 0.36 0.16
H 1.46 4.70 1.83 0.13
H -0.11 3.11 2.60 0.13
H 2.38 1.13 3.40 0.08
H 2.47 1.33 5.15 0.11
H 2.18 2.74 4.12 0.09
H -1.23 2.01 5.36 0.10
H -0.02 3.28 5.16 0.10
H 0.22 2.03 6.38 0.10
H -1.32 -1.33 2.25 0.05
H -2.74 -0.56 2.96 0.09
H -2.08 -2.03 3.69 0.10
H 0.04 -0.41 5.91 0.10
H -1.05 -1.76 5.55 0.10
H -1.72 -0.20 6.03 0.11
H 0.91 -1.93 -2.58 0.06
H 0.51 -2.65 -4.15 0.09
H -0.75 -1.82 -3.20 0.09
H 0.40 0.45 -5.97 0.08
H -0.57 -1.01 -5.78 0.10
H 1.16 -1.14 -6.14 0.10
```

---

Going by the computed energies, the most stable comes first: entry P, entry Q.

---

Entry P
Computed, not measured: a cluster of 2 separate species, C6H12N3 in total, with ωB97M-V/def2-TZVPD.

Values from the calculation:
- Charge: +1
- Spin multiplicity: 1
- Gap between HOMO and LUMO (alpha / beta): 8.394 / 8.395 eV

The geometry in XYZ format:
```
21
Properties=species:S:1:pos:R:3:lowdin_charge:R:1
C 1.52 0.99 -0.45 -0.05
C 2.24 -1.02 0.29 -0.18
C 0.05 0.62 -0.08 -0.53
C -0.27 1.02 1.33 -0.03
C -0.97 1.32 -1.01 -0.03
C -1.68 -1.86 0.36 0.32
N 2.47 0.23 -0.19 0.11
N 1.17 -1.67 -0.03 0.07
N 0.06 -0.87 -0.38 0.00
H 1.74 1.84 -1.15 0.16
H 3.24 -1.61 0.51 0.18
H 0.38 0.33 1.96 0.12
H -1.37 0.90 1.42 0.09
H 0.25 2.04 1.44 0.14
H -0.87 2.44 -0.92 0.12
H -2.01 0.97 -0.81 0.09
H -0.70 1.02 -2.09 0.11
H -1.02 -2.70 0.60 0.08
H -1.74 -1.13 1.07 -0.01
H -2.34 -1.76 -0.55 0.10
H -0.15 -1.10 -1.31 0.13
```

---

Entry Q
Computed, not measured: the ion C6H12N3 with charge +1, with ωB97M-V/def2-TZVPD.

Values from the calculation:
- Charge: +1
- Spin multiplicity: 1
- SMILES: C=C(N=[N+]=C(C)C)NC
- Gap between HOMO and LUMO (alpha / beta): 7.576 / 7.577 eV

The geometry in XYZ format:
```
21
Properties=species:S:1:pos:R:3:lowdin_charge:R:1
C 1.24 -1.72 1.89 0.15
C 1.05 -0.56 1.19 -0.32
N -0.27 -0.63 0.59 0.18
N -0.76 -0.09 -0.36 0.14
C -1.57 0.08 -1.33 -0.21
C -1.26 -0.36 -2.77 0.01
C -2.91 0.84 -1.31 -0.02
N 2.05 0.45 1.02 -0.04
C 2.78 0.84 2.25 -0.07
H 2.19 -1.95 2.40 0.10
H 0.45 -2.35 2.27 0.08
H -2.12 -0.62 -3.29 0.07
H -0.64 -1.21 -2.91 0.09
H -0.91 0.52 -3.23 0.09
H -2.88 1.73 -1.98 0.10
H -3.52 1.13 -0.32 0.14
H -3.67 0.21 -1.92 0.12
H 2.01 0.95 0.14 0.13
H 2.09 0.65 3.06 0.08
H 3.70 0.21 2.40 0.10
H 2.95 1.88 2.20 0.07
```

---

Entry R
Computed, not measured: a structure of composition C6H12N3, with ωB97M-V/def2-TZVPD.

Values from the calculation:
- Charge: +1
- Spin multiplicity: 1
- Gap between HOMO and LUMO: 9.567 eV

The geometry in XYZ format:
```
21
Properties=species:S:1:pos:R:3:lowdin_charge:R:1
C -0.94 0.83 0.21 0.05
C 0.40 0.57 0.17 -0.14
C -2.08 -0.09 -0.05 -0.36
C 1.08 -0.71 0.04 -0.34
C 1.32 1.84 0.23 -0.01
C 2.52 -0.80 -0.39 0.01
N -1.88 -1.38 -0.05 0.19
N -3.23 0.55 -0.17 0.19
N 0.52 -1.79 0.31 0.14
H -1.17 1.93 -0.06 0.15
H 0.66 2.77 0.38 0.11
H 1.62 1.86 -0.79 0.08
H 2.07 1.91 0.94 0.07
H 2.79 0.14 -0.80 0.07
H 2.85 -1.71 -0.78 0.08
H 3.08 -0.87 0.56 0.12
H -2.49 -2.21 -0.07 0.15
H -3.42 1.53 0.08 0.15
H -4.04 0.02 -0.20 0.10
H -0.83 -1.71 0.16 0.02
H 1.18 -2.68 0.28 0.18
```

---

Going by the computed energies, the most stable comes first: entry R, entry Q, entry P.